# 1
Molecular formula: C5H8O
Method: DFT, ωB97M-V with the def2-TZVPD basis set

Computed properties:
Energy relative to the best compared isomer or geometry (same formula, charge and spin) in kcal per mole: 120.0
Molecular weight in g mol⁻¹: 84.1
Largest force on an atom in Eh/bohr: 0.047

Each line ends with the natural charge from an NBO analysis.
CARTESIAN COORDINATES (ANGSTROEM)
1 O -1.715 -0.508 -0.209  -0.486
2 C -0.003 1.312 0.055  -0.538
3 C -0.930 0.521 -0.773  0.061
4 C -0.516 -0.951 -0.819  -0.007
5 C 0.533 0.593 1.230  -0.346
6 C 0.563 -1.362 0.088  -0.456
7 H 0.022 2.400 -0.060  0.244
8 H -0.608 -1.375 -1.823  0.193
9 H 1.005 0.889 -0.203  0.316
10 H 1.431 -1.807 -0.433  0.207
11 H 0.300 -1.907 0.988  0.212
12 H -0.071 0.036 1.908  0.198
13 H -1.367 1.000 -1.654  0.191
14 H 1.355 1.158 1.706  0.211



# 2
Molecular formula: C27H37BBrCaF9KLiN4O18PSV
Method: DFT, ωB97M-V with the def2-TZVPD basis set

Computed properties:
Energy relative to the best compared isomer or geometry (same formula, charge and spin) in kcal per mole: 0.0
Molecular weight in g mol⁻¹: 1167.4
Largest force on an atom in Eh/bohr: 0.074

Each line ends with the Löwdin charge.
CARTESIAN COORDINATES (ANGSTROEM)
1 Br 0.924 2.300 -3.858  -0.083
2 V -5.133 6.405 -10.368  0.888
3 Ca 4.532 -2.711 -2.341  1.114
4 K -5.961 3.948 -6.365  1.031
5 S -1.025 -0.257 -2.777  0.527
6 P -0.563 3.485 3.057  0.449
7 F -3.147 -1.809 2.180  0.136
8 F -2.715 -0.442 3.766  0.151
9 F 0.907 2.694 2.847  -0.222
10 F 0.387 4.826 3.189  -0.198
11 F -0.385 3.795 1.398  -0.239
12 F -1.196 -1.775 3.120  0.132
13 F -0.759 2.200 4.081  -0.205
14 F -1.440 4.307 4.173  -0.190
15 F -2.065 3.018 2.467  -0.227
16 O -5.297 1.157 2.765  0.146
17 O -5.730 5.836 -8.867  -0.703
18 O -1.230 2.944 8.871  0.070
19 O 8.095 -3.385 -2.681  -0.153
20 O -0.426 -0.849 -3.935  -0.260
21 O 0.161 -4.726 0.281  -0.059
22 O -7.026 3.345 2.671  0.123
23 O -1.252 1.944 6.983  0.069
24 O -0.013 0.578 -1.878  -0.332
25 O -4.575 1.933 7.297  0.178
26 O -1.375 0.811 8.792  0.054
27 O 1.835 0.181 1.375  0.164
28 O -1.232 -1.443 -1.759  -0.170
29 O -2.161 0.597 -2.926  -0.247
30 O -6.311 1.016 -2.519  0.166
31 O -4.036 6.095 -11.566  -0.559
32 O -6.562 3.932 7.282  0.142
33 O -5.999 1.781 -7.754  0.063
34 N -1.286 1.902 8.217  -0.624
35 N 1.463 2.086 -0.136  0.213
36 N 9.639 -4.243 -1.255  0.177
37 N 8.811 -5.502 -2.999  0.177
38 C 0.548 -0.280 -0.830  -0.241
39 C -7.391 1.722 -4.484  0.038
40 C 4.803 -0.834 0.625  -0.163
41 C -6.236 3.338 6.278  -0.342
42 C 1.671 -1.030 -1.583  -0.110
43 C -2.202 -1.000 2.681  -0.640
44 C -7.316 1.909 -5.799  -0.106
45 C 2.770 -1.653 -0.701  -0.266
46 C -4.962 1.538 5.057  0.269
47 C -1.845 -0.256 0.226  -0.054
48 C -4.911 1.078 -5.785  0.020
49 C 6.819 -3.369 1.486  -0.100
50 C -0.701 -1.063 -0.406  -0.319
51 C -6.064 1.593 -6.556  -0.556
52 C -1.772 0.085 1.723  -0.028
53 C 4.030 -0.764 -0.711  -0.266
54 C -6.228 1.189 -3.709  -0.355
55 C 8.816 -4.329 -2.327  -0.679
56 C -0.068 -3.592 -0.561  -0.220
57 C 6.323 -1.051 0.513  -0.231
58 C -0.492 -2.408 0.302  -0.059
59 C -5.554 1.812 3.752  -0.321
60 C -6.514 2.976 3.709  -0.358
61 C -4.981 0.889 -4.466  0.067
62 C 6.887 -1.848 1.700  -0.243
63 C -5.193 2.244 6.306  -0.322
64 C -6.810 3.612 4.970  0.209
65 B 1.288 0.719 0.229  -0.579
66 Li 7.359 -1.074 -2.863  0.543
67 H -1.445 -2.688 0.750  0.124
68 H -4.247 0.725 5.135  0.136
69 H 9.379 -6.287 -2.740  0.110
70 H -4.014 0.862 -6.352  0.141
71 H -2.749 -0.837 0.038  0.141
72 H -2.453 0.917 1.904  0.117
73 H 2.414 2.399 0.033  0.093
74 H 10.229 -4.997 -0.954  0.111
75 H 1.229 -1.797 -2.224  0.104
76 H 1.307 -0.493 1.818  0.101
77 H 3.691 0.251 -0.920  0.128
78 H 7.916 -1.534 1.886  0.102
79 H 4.649 0.128 1.115  0.130
80 H 7.725 -3.865 1.838  0.069
81 H 4.675 -1.022 -1.577  -0.089
82 H -0.796 0.432 2.072  0.119
83 H -8.150 2.296 -6.380  0.130
84 H 6.569 -1.616 -0.401  0.029
85 H -7.557 4.397 4.908  0.139
86 H 2.989 -2.640 -1.150  -0.021
87 H 9.655 -3.382 -0.741  0.109
88 H 0.260 -2.278 1.083  0.125
89 H 0.877 -3.443 -1.078  0.090
90 H -0.678 -5.172 0.430  0.091
91 H 6.290 -1.583 2.577  0.114
92 H -0.836 -3.841 -1.294  0.131
93 H 2.469 -1.893 0.312  0.116
94 H 0.856 2.714 0.404  0.072
95 H 2.106 -0.292 -2.263  0.120
96 H -1.973 0.689 -0.305  0.136
97 H 8.210 -5.579 -3.799  0.114
98 H 6.837 -0.088 0.449  0.113
99 H 6.740 -3.611 0.418  0.039
100 H -8.290 1.937 -3.920  0.137
101 H -4.144 0.512 -3.889  0.103
102 H 5.954 -3.817 1.976  0.074
103 H 4.378 -1.631 1.239  0.117



# 3
Molecular formula: C3H6NO3S
Method: DFT, ωB97M-V with the def2-TZVPD basis set

Computed properties:
Net charge: -1
⟨S²⟩: 2.010
Energy relative to the best compared isomer or geometry (same formula, charge and spin) in kcal per mole: 0.0
Molecular weight in g mol⁻¹: 136.2
2S+1: 3
Largest force on an atom in Eh/bohr: 0.089

Each line ends with the Löwdin spin population.
CARTESIAN COORDINATES (ANGSTROEM)
1 S -0.159 -2.220 0.139  0.786
2 O 2.646 1.081 -0.741  0.147
3 O 2.663 -0.844 0.410  0.009
4 O -1.237 0.733 -1.855  0.017
5 N 0.655 0.313 -0.039  0.369
6 C 1.989 0.234 -0.195  0.083
7 C -1.536 0.178 0.969  0.055
8 C -0.329 -0.532 0.298  0.496
9 H -1.172 0.892 1.644  0.012
10 H -2.018 -0.597 1.579  0.006
11 H 2.049 -1.662 0.571  0.008
12 H -0.404 0.346 -2.006  0.001
13 H -1.030 1.383 -1.087  0.001
14 H -2.117 0.695 0.312  0.011